(1)
Below is C43H68GeN7O8PbSSi3 as an isolated structure at a distorted geometry, with properties calculated with ωB97M-V with the def2-TZVPD basis set.

Properties
Multiplicity: 2
⟨S²⟩: 0.7565
Orbital gap (spin up / spin down) in Eh: 0.196 / 0.196
HOMO (spin up / spin down) in eV: -1.5 / -1.5
Net charge: -2
E_LUMO (spin up / spin down) in eV: 3.8 / 3.8

Each line ends with the Löwdin charge.
Positions of all 132 atoms, in Å:
Pb  -0.4710  -0.9732  -0.0679  1.311
Ge  1.5630  0.7924  -1.5431  0.515
S  -3.7330  -2.6314  -0.8506  0.530
Si  3.9299  0.4910  -1.2346  0.296
Si  1.4586  3.1153  -0.9149  0.299
Si  1.3312  0.3667  -3.8979  0.307
O  -1.5302  1.2336  1.0842  -0.189
O  -0.8267  -3.6791  1.8622  0.071
O  -3.9502  -4.0722  -0.8158  -0.360
O  -1.4145  2.0157  -2.5321  0.007
O  0.2895  -4.2772  -2.9394  -0.016
O  0.2563  -6.2165  1.8083  -0.080
O  -4.8047  -1.8796  -1.4910  -0.364
O  0.4767  -2.5128  -1.5931  -0.325
N  1.2446  -2.6711  1.9815  0.061
N  -0.3208  1.1299  3.0784  0.029
N  -2.0783  3.5411  -4.0899  -0.139
N  1.1321  -3.0625  4.3634  0.133
N  -3.6465  2.4370  -2.7381  -0.142
N  -2.2888  -2.2592  -1.3624  -0.332
N  0.1623  -0.0797  2.6578  -0.022
C  -0.2583  3.8373  -0.5854  -0.217
C  0.3616  -3.8009  1.9982  -0.321
C  1.4408  -2.0559  3.3033  -0.331
C  -1.7299  -3.2000  -2.3282  -0.230
C  -1.7182  2.9996  2.6416  -0.141
C  -2.3157  2.6196  -3.0786  -0.510
C  -3.8719  1.3207  -1.8296  -0.046
C  0.8189  -0.7233  3.5323  -0.097
C  2.1489  -5.3640  2.8449  0.045
C  -4.3716  -0.9269  1.2472  -0.060
C  3.0480  -3.5900  5.9221  -0.020
C  5.0212  1.9107  -1.8791  -0.244
C  -3.1466  -2.9100  1.8100  -0.088
C  2.5939  -3.5024  0.0295  -0.006
C  2.3406  3.2897  0.7551  -0.232
C  -1.1747  3.7225  3.6996  -0.041
C  -3.0845  -2.4929  3.1280  -0.041
C  3.4744  -3.1014  2.4833  -0.126
C  -3.3585  4.7417  2.3246  -0.096
C  4.6988  -1.0271  -2.0911  -0.242
C  2.2922  4.4106  -2.0398  -0.225
C  2.5728  -3.3497  4.5177  -0.405
C  -1.1495  1.6739  2.1899  -0.516
C  -3.7603  -2.1052  0.8574  -0.284
C  -0.3640  -6.1282  0.5084  -0.025
C  -3.0367  3.8045  -5.1382  -0.079
C  -4.4635  3.6010  -2.4479  -0.072
C  -2.8097  3.5222  1.9562  -0.037
C  4.4107  0.3493  0.6054  -0.232
C  0.9937  -5.1480  2.1945  -0.218
C  -1.7157  4.9476  4.0633  -0.106
C  -4.3163  -0.5228  2.5754  -0.051
C  -2.8116  5.4597  3.3798  -0.120
C  2.9718  -2.1732  3.5978  -0.066
C  2.4959  -2.9436  1.3939  -0.203
C  3.0795  -4.3471  3.4082  -0.131
C  -0.4428  0.0162  -4.4615  -0.210
C  2.2315  -1.2188  -4.3969  -0.226
C  -3.6492  -1.2824  3.5280  -0.280
C  -0.7018  3.8444  -4.4149  -0.064
C  -0.2021  -3.3516  -2.2847  -0.677
C  -3.4830  -0.7861  4.9387  -0.059
C  2.0397  1.7002  -5.0662  -0.233
H  2.0332  5.4124  -1.6776  0.020
H  1.9351  2.7117  -4.6724  -0.016
H  2.7288  -4.5931  0.0405  0.093
H  -0.6903  4.2870  -1.4822  0.013
H  4.5221  -3.0621  2.1915  0.142
H  4.8075  2.1166  -2.9312  0.016
H  -3.9498  3.2425  -4.9634  0.081
H  -0.4025  3.3650  -5.3537  0.082
H  -0.9510  3.0810  -0.2182  -0.002
H  -3.4790  1.5337  -0.8292  0.078
H  2.1733  4.2985  1.1480  0.021
H  -3.4529  -1.6146  5.6504  0.068
H  1.9388  2.5755  1.4796  0.020
H  -1.9728  -2.9221  -3.3633  0.112
H  -1.2781  5.5078  4.8817  0.089
H  3.1066  1.5180  -5.2263  0.012
H  0.9875  -0.2890  4.5254  0.117
H  6.0808  1.6437  -1.7891  0.018
H  3.4994  -1.2713  3.8984  0.146
H  -0.9738  0.9241  -4.7496  0.003
H  -4.5233  3.7623  -1.3643  0.084
H  1.5440  1.6585  -6.0428  0.017
H  -3.3845  0.4231  -2.1987  0.080
H  -0.5617  4.9251  -4.5154  0.092
H  -1.0260  -0.4720  -3.6779  0.015
H  5.5379  -1.4010  -1.4943  0.016
H  -2.5726  -3.1125  3.8581  0.111
H  -3.2330  6.4168  3.6650  0.086
H  -4.2099  5.1368  1.7824  0.091
H  2.5831  -4.4926  6.3276  0.083
H  3.4173  3.1292  0.6800  -0.008
H  3.3794  4.3178  -2.0340  -0.001
H  4.8561  2.8325  -1.3182  -0.004
H  2.4156  -6.4095  2.9592  0.116
H  -2.5495  -0.2223  5.0190  0.072
H  4.5845  1.3340  1.0433  0.002
H  -5.4811  3.4702  -2.8280  0.083
H  0.7518  -2.6044  5.1851  0.111
H  1.9630  -1.4477  -5.4344  0.025
H  -4.7630  0.4221  2.8662  0.106
H  3.6351  -0.1425  1.1974  0.003
H  -0.3241  3.3065  4.2218  0.097
H  3.9821  -4.8435  3.7712  0.131
H  3.4609  -3.0828  -0.4851  0.073
H  -0.0603  3.4689  -3.6235  0.051
H  5.1034  -0.7283  -3.0619  0.013
H  -0.4039  -0.6533  -5.3271  0.027
H  -4.9416  1.1194  -1.7836  0.089
H  -3.2033  2.9522  1.1237  0.098
H  -2.1306  -4.2056  -2.1769  0.098
H  -4.8801  -0.3296  0.5058  0.096
H  2.7921  -2.7490  6.5718  0.078
H  3.3160  -1.1260  -4.3449  -0.005
H  -0.1607  4.6263  0.1698  0.030
H  5.3381  -0.2262  0.7077  0.014
H  -3.2846  4.8704  -5.2060  0.081
H  4.0000  -1.8447  -2.2588  0.000
H  -0.4009  -7.1458  0.1257  0.090
H  -2.7043  -3.8466  1.5021  0.090
H  1.6975  -3.2791  -0.5570  0.042
H  -1.3680  -5.7197  0.5891  0.085
H  1.9625  4.3358  -3.0781  -0.010
H  0.2138  -5.5079  -0.1760  0.090
H  -4.2976  -0.1169  5.2225  0.068
H  4.1315  -3.7221  5.9483  0.078
H  -4.0362  4.4970  -2.8920  0.075
H  -2.6246  3.4941  -6.1053  0.084
H  1.9183  -2.0612  -3.7747  0.018

(2)
Below is C43H70B2CaN10O4PS4 as an isolated structure, with properties calculated with ωB97M-V with the def2-TZVPD basis set.

Properties
Relative energy (zero: lowest compared OMol25 entry of this formula, charge and spin) in kcal per mole: 2.4
Orbital gap in Eh: 0.253
HOMO in eV: -8.7
Net charge: +1
E_LUMO in eV: -1.8

Each line ends with the Löwdin charge.
Positions of all 135 atoms, in Å:
Ca  -0.3865  0.3896  -0.3717  0.999
S  2.0960  -1.7144  -1.3054  0.731
S  1.0750  1.3700  -2.9336  0.653
S  -1.6366  -0.9918  1.9207  0.672
S  2.9736  0.8267  2.5652  0.959
P  1.5085  3.4344  0.2054  0.422
O  -1.1093  -2.4770  -1.6149  -0.003
O  2.9779  3.1694  0.0154  -0.353
O  -2.4613  -1.3552  -3.0705  0.053
O  0.5164  2.3162  0.3481  -0.513
N  2.2431  4.1206  -2.2743  0.076
N  2.7882  -2.2055  1.2371  0.023
N  0.3434  -2.7877  1.5228  0.044
N  -1.6316  -3.6896  1.2729  0.026
N  0.9877  -0.9817  -4.2192  0.042
N  -0.2944  0.5302  -5.1189  0.048
N  1.7309  -0.0142  4.9704  0.029
N  2.3299  4.2164  2.6134  -0.054
N  4.4615  -2.5701  -0.1234  0.011
N  1.4971  -1.2948  3.2118  0.051
C  3.1604  -2.1666  -0.0689  -0.652
C  1.1462  2.3222  5.4558  -0.016
C  2.0257  1.1444  5.8741  -0.533
C  -2.9640  -4.7160  -4.5343  -0.171
C  -2.1017  -5.3767  -3.6531  -0.036
C  -1.6305  -3.3612  -2.5102  -0.271
C  0.5699  0.2728  -4.1294  -0.818
C  -3.9137  1.3218  -1.0379  -0.086
C  -3.3869  -5.3668  0.8787  -0.042
C  5.4003  -1.2968  -2.0077  -0.039
C  1.6744  0.7537  7.3077  -0.047
C  0.3802  -1.6961  -5.3387  -0.092
C  -0.9845  -2.5321  1.5595  -0.671
C  -3.6645  -5.5144  -5.6361  -0.563
C  3.8549  -2.6442  1.9981  -0.050
C  4.8856  -2.8712  1.1648  -0.034
C  -0.6924  -0.6964  -5.8147  -0.105
C  0.8843  -1.9255  4.2643  -0.026
C  -4.6150  -4.6472  -6.4621  -0.071
C  -3.3710  1.8639  2.6896  -0.070
C  1.0935  4.3839  -1.3497  -0.197
C  5.3069  -2.6727  -1.3484  -0.551
C  -2.5933  3.3005  -0.7380  -0.103
C  -3.6509  -3.6579  2.6680  -0.036
C  4.7043  -3.7168  -2.2868  -0.039
C  -3.1493  -3.3364  -4.3901  0.055
C  -2.6085  -6.1054  -6.5808  -0.048
C  -1.4248  -4.7190  -2.6284  0.012
C  -3.7795  -3.0141  0.2245  -0.017
C  -2.6167  3.1043  0.6370  -0.071
C  -3.3058  2.0325  1.1959  -0.302
C  -2.4671  -2.6886  -3.3802  -0.250
C  2.0060  -0.1401  3.6533  -0.529
C  1.0149  -1.1371  5.3504  -0.010
C  1.3289  4.5881  1.6101  -0.300
C  -3.2379  2.4066  -1.5815  -0.093
C  6.7114  -3.1208  -0.9528  -0.054
C  0.5336  -4.1135  1.1957  -0.027
C  -3.9535  1.1458  0.3373  -0.069
C  -0.6806  -4.6748  1.0479  -0.036
C  -4.4830  -6.6538  -5.0139  -0.048
C  3.5152  1.4799  5.8236  -0.035
C  -3.1110  -3.9152  1.2615  -0.529
B  -1.5921  -1.1643  -1.9438  -0.519
B  1.4195  -1.7111  1.7030  -0.713
H  2.3652  4.9013  3.3580  0.082
H  1.1411  -0.7405  1.0717  0.023
H  5.8764  -3.2172  1.3829  0.113
H  1.1262  -1.8869  -6.1119  0.121
H  -1.9459  -6.4420  -3.7675  0.106
H  -4.7263  -3.8388  2.6787  0.092
H  -4.4665  -5.5109  0.8724  0.096
H  -4.9627  -7.2430  -5.7981  0.086
H  -1.6893  -0.9980  -5.4980  0.103
H  0.3849  -2.8699  4.1455  0.136
H  6.0626  -1.3604  -2.8720  0.090
H  -4.0170  2.6250  3.1320  0.086
H  1.5146  -4.5361  1.0712  0.128
H  0.0934  2.0802  5.6083  0.095
H  5.8178  -0.5717  -1.3065  0.094
H  0.6565  -1.2814  6.3498  0.119
H  5.3249  -3.7982  -3.1800  0.091
H  -2.0968  3.7967  1.2897  0.106
H  3.7937  -2.7552  3.0664  0.125
H  2.5684  4.9423  -2.7735  0.156
H  -0.9416  -5.6819  0.7896  0.114
H  0.3272  4.4662  2.0253  0.082
H  -3.8597  -7.3270  -4.4253  0.075
H  -3.2109  2.5473  -2.6543  0.105
H  3.6940  -3.4448  -2.5828  0.036
H  4.6766  -4.6930  -1.7991  0.092
H  2.9860  3.7171  -1.6428  0.106
H  1.9264  1.5940  7.9529  0.097
H  -4.0834  -3.8541  -6.9923  0.083
H  -3.1832  -4.3364  3.3844  0.091
H  -3.7634  0.8849  2.9593  0.059
H  -2.9648  -6.0711  1.5969  0.088
H  7.3145  -3.1733  -1.8581  0.093
H  -3.6028  -1.9619  0.4318  0.035
H  -5.2617  -6.2573  -4.3596  0.091
H  -5.3876  -4.1910  -5.8404  0.088
H  -0.6763  -0.5587  -6.8937  0.119
H  1.9752  3.3780  -2.9453  0.001
H  -5.1130  -5.2660  -7.2100  0.087
H  3.2440  4.1788  2.1731  0.064
H  -4.3950  0.6034  -1.6878  0.111
H  0.9987  5.4536  -1.1781  0.099
H  3.7204  2.2564  6.5602  0.094
H  -3.4102  -3.2433  -0.7751  0.079
H  -3.0158  -5.5958  -0.1220  0.082
H  -3.8102  -2.7780  -5.0385  0.114
H  7.1903  -2.4118  -0.2762  0.090
H  -0.0518  -2.6426  -5.0161  0.118
H  2.2481  -0.1102  7.6451  0.097
H  4.4247  -0.9421  -2.3320  0.038
H  -3.0899  -6.6719  -7.3808  0.086
H  -3.4685  -2.6314  2.9789  0.039
H  4.1114  0.6025  6.0780  0.099
H  6.7120  -4.1123  -0.4982  0.088
H  1.6414  -1.3713  -3.5516  0.026
H  -0.8865  1.3392  -5.0563  0.138
H  1.4220  5.6204  1.2499  0.086
H  1.2888  2.6031  4.4142  0.046
H  -2.0104  -5.3128  -7.0354  0.086
H  2.5948  2.0488  2.9919  -0.133
H  3.8368  1.8434  4.8519  0.041
H  -2.3811  1.9641  3.1391  0.069
H  0.1878  3.9973  -1.8106  0.061
H  -4.8535  -3.2063  0.2439  0.099
H  -0.7540  -5.2426  -1.9591  0.113
H  -4.4791  0.2964  0.7560  0.107
H  -2.0739  4.1577  -1.1508  0.094
H  0.6101  0.5562  7.4327  0.087
H  -1.9309  -6.7773  -6.0528  0.078
H  1.3930  3.1896  6.0691  0.098

(3)
Below is C43H70BF3N10SSi4TeTi as an isolated structure at a distorted geometry, with properties calculated with ωB97M-V with the def2-TZVPD basis set.

Properties
Relative energy (zero: lowest compared OMol25 entry of this formula, charge and spin) in kcal per mole: 15.4
Multiplicity: 3
⟨S²⟩: 2.0080
Orbital gap (spin up / spin down) in Eh: 0.177 / 0.219
HOMO (spin up / spin down) in eV: -0.9 / -2.0
Net charge: -2
E_LUMO (spin up / spin down) in eV: 3.9 / 3.9

Each line ends with the Löwdin charge.
Positions of all 134 atoms, in Å:
Te  0.0124  1.7750  1.1688  0.610
Ti  0.2190  -0.7898  0.2428  0.335
S  1.6370  -0.7982  2.4171  0.621
Si  -2.4162  4.7110  -0.5856  0.320
Si  1.1382  4.7683  -1.3996  0.311
Si  -0.3439  4.0320  0.2163  0.011
Si  0.1236  5.3164  2.0936  0.270
F  -0.4678  -0.1634  6.4563  0.091
F  1.3403  -1.0176  5.6386  0.119
F  0.7404  0.9795  5.0883  0.136
N  1.5280  -0.9875  -6.1518  0.097
N  -0.7844  -1.4473  1.8702  -0.117
N  0.6667  -4.5699  -0.2780  0.021
N  1.5349  -2.5560  -1.7117  0.043
N  -1.3688  -1.5975  -0.8767  0.022
N  -2.7724  -0.4856  -5.1829  0.097
N  0.5475  -4.2444  1.0328  0.169
N  1.9553  -1.5243  -0.8984  0.031
N  0.2954  0.3604  -2.0427  0.139
N  -1.0407  -2.8932  -1.2071  0.061
C  0.3092  7.1637  1.7753  -0.227
C  -3.2117  -2.7127  -1.4979  0.015
C  1.0933  3.7293  -2.9542  -0.212
C  0.0350  -6.5343  3.7290  -0.061
C  -3.5424  -0.2322  -0.8873  -0.509
C  0.0307  0.0427  -3.1228  -0.189
C  -1.6661  -0.4211  -4.8490  -0.273
C  -3.7904  3.8827  0.3858  -0.228
C  3.3926  1.4192  -1.5212  -0.058
C  -2.5428  -1.8632  3.4216  -0.077
C  -1.9899  -1.9506  2.1641  -0.151
C  0.0041  -1.0217  2.9158  -0.767
C  -1.2558  5.0977  3.3458  -0.229
C  -2.1422  -3.5703  -1.5671  -0.272
C  0.8532  -5.3237  1.7189  -0.268
C  2.3301  -5.5399  3.6977  -0.051
C  5.3676  -0.0851  -1.4387  -0.071
C  1.2824  -6.6021  -1.7027  -0.037
C  1.7128  4.7599  2.9071  -0.235
C  0.7169  -0.6962  -5.3795  -0.275
C  -2.8892  1.0013  -1.5074  -0.069
C  0.2829  -0.2497  5.3212  -0.593
C  1.1631  -6.3969  0.8499  0.000
C  -1.8273  -1.2441  4.4440  -0.010
C  -0.5315  -0.8305  4.1969  -0.145
C  -3.8252  0.0421  0.5931  -0.052
C  3.0806  -1.0562  -1.4393  -0.231
C  3.9573  0.2152  0.5845  -0.100
C  0.8801  -5.3540  3.2308  -0.545
C  -2.6937  -1.4857  -1.0726  -0.225
C  3.3629  -1.7533  -2.6230  0.015
C  -0.2992  -0.3452  -4.4415  -0.264
C  2.3683  -2.6865  -2.7634  -0.272
C  2.8870  4.7976  -0.7036  -0.231
C  3.9270  0.1076  -0.9395  -0.522
C  -2.5955  4.3214  -2.4127  -0.224
C  -2.7142  6.5635  -0.4298  -0.225
C  2.2152  -3.6654  -3.8844  -0.028
C  -4.8864  -0.4403  -1.5988  -0.065
C  1.0402  -5.8743  -0.4158  -0.286
C  0.3384  -4.0495  3.8124  -0.057
C  -2.1322  -5.0054  -1.9776  -0.020
C  0.7746  6.5344  -1.9544  -0.223
B  0.3767  -3.5527  -1.4188  -0.479
H  -1.6438  -5.1373  -2.9448  0.079
H  -4.7174  3.8226  -0.1965  0.030
H  -0.6660  -3.8349  3.4407  0.073
H  0.2809  -4.2146  -2.4116  0.100
H  -5.4681  -1.2459  -1.1413  0.075
H  3.0514  3.9639  -0.0096  0.015
H  1.2677  -7.6738  -1.5011  0.073
H  -4.7457  -0.6593  -2.6613  0.084
H  0.4162  7.6864  2.7338  0.022
H  -3.9925  4.4387  1.3102  0.024
H  -3.5348  -2.2601  3.5958  0.098
H  -3.6495  4.3254  -2.7133  0.031
H  3.0588  5.7308  -0.1492  0.020
H  -3.1605  -5.3581  -2.0610  0.077
H  5.4398  -0.0083  -2.5257  0.071
H  3.3325  1.3706  -2.6126  0.094
H  -1.6055  -5.6241  -1.2499  0.077
H  -0.9708  5.5292  4.3129  0.022
H  -2.0625  5.0707  -3.0130  0.017
H  -2.5213  -2.4101  1.3394  0.110
H  1.3081  -3.4743  -4.4587  0.077
H  5.7697  -1.0558  -1.1330  0.088
H  0.9795  -3.2079  3.5389  0.044
H  1.6979  3.6724  3.0464  -0.005
H  -2.1721  3.3445  -2.6637  0.013
H  3.0605  -3.5449  -4.5618  0.078
H  -3.7447  6.7971  -0.7227  0.025
H  2.2589  -6.3647  -2.1250  0.071
H  2.3736  -5.5952  4.7915  0.078
H  4.7474  0.9156  0.8785  0.084
H  -0.1331  6.5775  -2.5692  0.012
H  0.1709  3.9233  -3.5146  0.019
H  1.8199  5.2374  3.8891  0.024
H  -4.3048  -0.8178  1.0701  0.081
H  1.4484  -7.4089  1.0998  0.098
H  1.9476  3.9700  -3.5976  0.032
H  0.6342  7.2159  -1.1061  0.006
H  -3.5476  1.8570  -1.3315  0.059
H  1.2004  7.3727  1.1704  0.014
H  -3.4936  2.8692  0.6769  -0.004
H  -4.2312  -2.9498  -1.7509  0.102
H  3.0167  0.5962  0.9790  -0.025
H  2.1893  -4.6943  -3.5368  0.047
H  4.1578  -0.7521  1.0532  0.073
H  4.1829  -1.6072  -3.3053  0.104
H  0.3005  -4.1178  4.9056  0.091
H  -0.9989  -6.4336  3.3875  0.085
H  -1.9203  1.2208  -1.0611  0.011
H  -2.1895  5.5687  3.0117  0.014
H  0.4201  -7.4923  3.3680  0.069
H  -2.5695  6.9019  0.6025  0.007
H  0.5316  -6.3825  -2.4605  0.061
H  -2.2608  -1.1140  5.4248  0.113
H  1.1159  2.6579  -2.7309  -0.010
H  -5.4690  0.4817  -1.5130  0.083
H  2.7644  -6.4556  3.2859  0.074
H  2.9395  -4.6941  3.3702  0.090
H  -4.5040  0.8969  0.6672  0.076
H  -0.5536  7.5849  1.2473  0.003
H  -2.0317  7.1380  -1.0671  0.014
H  3.6295  4.7290  -1.5071  0.025
H  -2.9165  0.2852  1.1449  0.048
H  4.0603  2.2409  -1.2406  0.075
H  2.3965  1.6331  -1.1340  0.034
H  2.5898  5.0068  2.2973  0.014
H  5.9955  0.7002  -1.0089  0.076
H  1.6142  6.9013  -2.5569  0.026
H  0.0361  -6.5563  4.8243  0.075
H  -2.7655  0.8816  -2.5863  0.076
H  -1.4511  4.0269  3.4889  0.020